1.
The following is a quantum chemistry calculation of a molecular structure, C7H9N2O3P in a non-equilibrium geometry, from OMol25.

Last column: Mulliken charge in e.
Positions of all 22 atoms, in Å:
H -1.75462 0.61406 -1.87392  0.356
H -2.07606 1.84744 1.90386  0.319
H 3.13252 -0.97888 2.19011  0.370
O -2.06293 -1.30484 1.65872  -0.708
H 2.92916 -1.10020 -2.02029  0.366
C 1.03065 -0.86986 -0.97494  -0.059
C 3.14032 -0.81871 0.08062  -0.162
C 2.53017 -0.87975 1.30958  -0.678
C 0.36653 -0.91145 0.22540  0.301
H -3.56576 2.18050 1.11012  0.245
C 1.15227 -1.03730 1.37547  -0.558
C -2.77081 1.35588 1.28524  -0.814
P -1.44802 -0.71070 0.45768  1.179
C 2.40415 -0.87439 -1.09908  -0.795
O -2.06206 -2.45902 -1.30327  -0.430
H 4.20563 -0.71907 -0.16317  0.320
H 0.71420 -1.12913 2.30955  0.532
N -1.51440 -0.22874 -2.35239  -0.487
O -1.88639 0.84912 0.29314  -0.397
N -2.06270 -1.28900 -1.00800  0.252
H -3.31210 0.62287 1.77209  0.402
H 0.37394 -0.58999 -1.80661  0.446

Kohn-Sham gap (spin up / spin down) = 9.2666 / 8.5202 eV
energy above the lowest of the compared OMol25 structures with the same formula, charge and spin = 759.4 kJ/mol
molar mass = 200.1 g/mol
E_tot = -25811.250 eV

---

2.
The following is a quantum chemistry calculation of a gas-phase ion, C7H9N3 (charge +2) in a non-equilibrium geometry, from OMol25.

Last column: Mulliken charge in e.
Positions of all 19 atoms, in Å:
C -0.05015 1.78750 0.02825  -0.682
N -2.10328 0.64290 -0.32787  -0.390
N 0.03878 -0.70498 -0.03817  0.004
H -1.71473 2.64705 -0.83544  0.461
H 3.12218 -1.46129 -0.73224  0.471
N -2.24219 -1.64776 0.20957  -0.219
H 0.63791 0.51309 1.59740  0.308
H 3.00708 0.82592 0.29434  0.454
H -1.75889 -2.51435 0.53696  0.295
H -3.20753 -1.53656 0.40840  0.311
C -1.48206 1.75158 -0.34200  -0.028
C -1.57848 -0.55567 -0.02752  0.511
H 0.89071 -2.64415 -0.70053  0.438
C 0.64119 0.54913 0.41862  0.209
C 0.94663 -1.59068 -0.39872  0.146
C 2.13062 0.28215 0.12652  -0.604
H 0.32065 2.18054 -0.79957  0.478
H 0.17151 2.47541 0.93917  0.406
C 2.23005 -0.99983 -0.35715  -0.570

charge = +2
Kohn-Sham gap = 9.0828 eV
energy above the lowest of the compared OMol25 structures with the same formula, charge and spin = 25.4 kJ/mol
SMILES string = [NH2+]=C1N=CC[C@@H]2C=CC=[N+]12
molar mass = 135.2 g/mol
E_tot = -11854.770 eV

---

3.
The following is a quantum chemistry calculation of C7H9N3O2 in the gas phase in a non-equilibrium geometry, from OMol25.

Last column: Mulliken charge in e.
Positions of all 21 atoms, in Å:
C 0.52852 -0.63713 0.12971  0.215
N -1.03464 1.50355 -2.10628  0.641
C 1.32136 -1.70164 2.50655  -0.347
C 1.73814 -1.35217 0.19224  0.384
H -0.29920 -0.88429 3.41906  0.404
C -1.79784 2.72053 -2.03906  -0.756
H -1.29701 -0.00683 1.18798  0.325
C -0.32301 -0.51929 1.26739  -0.229
O -0.58220 1.13913 -3.20863  -0.751
H 3.00396 -2.46980 1.40357  0.234
H 2.93331 -2.24822 -0.95597  0.320
C 2.14945 -1.79503 1.43015  -0.336
H 0.54358 0.05394 -1.94251  0.346
N -0.02883 -0.14196 -1.06632  -0.134
H -1.55635 3.29250 -1.02731  0.257
O 2.49827 -1.37709 -0.99413  -0.512
H -2.77957 2.45995 -2.08610  0.325
H 1.77917 -2.26091 3.39253  0.250
N -0.90956 0.88433 -1.03685  -0.275
C 0.15286 -0.99722 2.48020  -0.638
H -1.51136 3.33261 -3.03358  0.275

Kohn-Sham gap = 8.7175 eV
energy above the lowest of the compared OMol25 structures with the same formula, charge and spin = 465.3 kJ/mol
SMILES string = C/[N+]([O-])=N/Nc1ccccc1O
molar mass = 167.2 g/mol
E_tot = -15966.095 eV

---

4.
The following is a quantum chemistry calculation of C7H9N3O2 in the gas phase in a non-equilibrium geometry, from OMol25.

Last column: Mulliken charge in e.
Positions of all 21 atoms, in Å:
H -2.91340 1.73942 0.92361  0.391
C -3.05262 -0.08360 0.14386  -0.469
C 2.05694 -0.04088 0.63370  0.409
H 1.96498 0.14635 2.65241  0.204
H 1.10603 1.57829 -1.94381  0.348
O 1.30633 1.47697 -1.00576  -0.574
C -2.43312 -1.22960 -0.35829  -0.673
N 1.11642 0.08963 -0.57638  1.149
H 3.28540 -0.88220 -0.66119  0.254
C -0.37540 -0.11859 -0.27800  -0.030
H 3.94631 -0.08803 0.85748  0.232
N 3.26812 -0.49909 0.28088  -0.412
N 1.57519 0.18562 1.74835  -0.514
O 1.40348 -0.60024 -1.56936  -0.898
H -2.93084 -2.03880 -0.70222  0.459
H -0.40328 -1.98870 -1.05694  0.488
H -4.07980 -0.18952 0.29891  0.414
C -1.00648 0.99170 0.23722  -0.095
C -2.30712 0.97578 0.54415  -0.745
H -0.48600 1.83355 0.48220  0.467
C -1.04112 -1.25808 -0.65081  -0.406

Kohn-Sham gap = 9.9056 eV
energy above the lowest of the compared OMol25 structures with the same formula, charge and spin = 549.3 kJ/mol
SMILES string = [H]/N=C(\N)[N@+]([O-])(O)c1ccccc1
molar mass = 167.2 g/mol
E_tot = -15965.224 eV

---

5.
The following is a quantum chemistry calculation of 2 unconnected molecules or ions with the total composition C7H9N3O2S2 in a non-equilibrium geometry, from OMol25.

Last column: Mulliken charge in e.
Positions of all 23 atoms, in Å:
N 0.09822 0.03136 -0.03045  0.033
H 3.86817 -2.59039 -0.25028  0.366
C 3.62990 0.74847 0.21473  -0.506
H -5.05622 -1.61202 -0.04747  0.268
H -0.67684 -0.62296 0.03793  0.216
H 5.27346 -0.60390 0.09703  0.368
C 1.43665 -0.28070 0.00434  -0.064
H -2.92392 1.17294 -1.20788  0.421
C 2.25430 0.84580 0.16882  0.716
O -3.76394 0.71475 -1.06995  -0.482
S 1.29738 2.30718 0.27483  -0.261
O -2.69429 -0.78894 0.62634  -0.611
H -6.00005 -0.25938 0.19925  0.265
N -5.16033 -0.74816 0.46529  -0.572
C 4.19951 -0.50517 0.06903  -0.464
C 2.02139 -1.52878 -0.14927  -0.430
C -0.20114 1.34631 0.06770  0.307
C 3.40225 -1.62583 -0.11985  -0.599
H 4.23565 1.62936 0.35546  0.375
H 1.39784 -2.39655 -0.29640  0.403
H -1.49812 2.78272 0.09203  0.112
N -1.38644 1.78490 -0.01959  -0.523
S -3.75341 0.19897 0.51839  0.662

Kohn-Sham gap = 8.8551 eV
energy above the lowest of the compared OMol25 structures with the same formula, charge and spin = 0.0 kJ/mol
molar mass = 231.3 g/mol
E_tot = -37641.123 eV

---

6.
The following is a quantum chemistry calculation of C7H9N3O3 in the gas phase in a non-equilibrium geometry, from OMol25.

Last column: Mulliken charge in e.
Positions of all 22 atoms, in Å:
C -2.76578 1.40937 -1.30453  -0.942
C 1.69518 -1.34305 1.01960  -0.761
C -0.32612 1.23242 -0.72121  0.578
H -2.76362 2.39436 -0.83129  0.323
O 2.50064 -2.87517 2.47378  -0.563
O -0.25553 2.35586 -1.17675  -0.662
C 2.04228 1.31829 0.09896  -1.203
O 1.11565 -3.52051 0.93124  -0.561
N -1.63076 0.67492 -0.76100  0.084
H 2.00792 2.35017 -0.29480  0.339
N 0.76069 0.66397 -0.09974  0.040
H -3.73389 0.95025 -1.09734  0.323
N 1.78656 -2.66581 1.48847  0.884
H 2.32847 1.39528 1.14387  0.403
H 2.62787 -0.81272 1.07329  0.390
H -0.87195 -2.23212 0.69639  0.434
H 2.85026 0.80236 -0.43655  0.368
C -1.80029 -0.61324 -0.24041  0.024
C -0.75831 -1.23893 0.35550  -1.253
H -2.76149 -1.09675 -0.36226  0.358
C 0.60207 -0.67511 0.43411  1.103
H -2.64984 1.52613 -2.38934  0.294

Kohn-Sham gap = 8.1597 eV
energy above the lowest of the compared OMol25 structures with the same formula, charge and spin = 435.9 kJ/mol
SMILES string = CN1C=C/C(=C\[N+](=O)[O-])N(C)C1=O
molar mass = 183.2 g/mol
E_tot = -18014.319 eV

---

7.
The following is a quantum chemistry calculation of C7H9N3O3S2 in the gas phase in a non-equilibrium geometry, from OMol25.

Last column: Mulliken charge in e.
Positions of all 24 atoms, in Å:
C -2.18044 -1.81892 -0.41649  -0.628
H 0.68763 0.18545 2.41240  0.245
N 1.58623 0.08279 1.91878  -0.588
C -3.33173 0.30610 -0.30459  -0.609
S 0.51533 -2.23989 0.00993  -0.190
H -4.34488 -1.48667 -0.53292  0.234
H 3.86230 1.17986 0.98565  0.416
S 2.90226 -0.15753 -0.26641  1.023
H -2.09582 1.99830 0.20464  0.295
O 3.57824 1.25978 -0.02103  -0.478
H 1.31454 2.21546 -0.85882  0.280
O 3.69145 -1.10829 0.42871  -0.578
H 2.24506 -0.61969 2.26699  0.279
H -4.19399 0.85966 -0.54185  0.437
H -2.36083 -2.90534 -0.32524  0.297
H 0.55981 1.15124 -2.01890  0.281
C -3.29852 -1.03567 -0.46543  -0.303
C 1.36983 0.03833 0.57729  0.288
O 2.58268 -0.20169 -1.65296  -0.558
C -0.97116 0.15675 -0.07492  0.053
C -0.88094 -1.23898 -0.32825  0.705
C -2.05945 0.88872 0.00129  -0.445
N 0.46604 1.64904 -1.08377  -0.673
N 0.35635 0.84118 0.08588  0.217

Kohn-Sham gap = 7.2506 eV
energy above the lowest of the compared OMol25 structures with the same formula, charge and spin = 159.0 kJ/mol
molar mass = 247.3 g/mol
E_tot = -39684.755 eV

---

8.
The following is a quantum chemistry calculation of a gas-phase ion, C7H9N4 (charge +1) in a non-equilibrium geometry, from OMol25.

Last column: Mulliken charge in e.
Positions of all 20 atoms, in Å:
H 2.06695 -1.60437 -0.89701  0.358
N -1.96285 1.72162 -0.52264  -0.118
C 0.44026 -0.14382 0.72869  -0.922
H 1.32208 3.14867 -0.23879  0.268
C 1.41427 2.04307 0.08678  -0.240
H 1.47142 -0.42438 1.17210  0.483
H 0.74685 -2.35561 -1.76478  0.363
C 1.08106 -2.13480 -0.70645  -0.959
N -2.16673 -0.91145 0.27950  -0.201
N 0.34876 1.25452 0.01705  0.180
C -0.78314 1.56265 -0.66005  0.089
H 2.32714 1.59653 0.47758  0.256
C -3.21867 -0.16177 0.29300  -0.268
H 1.33481 -2.97676 0.00803  0.328
H -4.04323 1.73050 -0.11594  0.361
H -0.41036 -0.14544 1.54653  0.406
C -3.06985 1.21668 -0.09302  -0.142
N 0.08429 -1.23368 -0.11942  0.126
H -4.13681 -0.28277 0.82061  0.362
C -1.20870 -1.43807 -0.24202  0.270

charge = +1
Kohn-Sham gap (spin up / spin down) = 6.7910 / 6.2923 eV
energy above the lowest of the compared OMol25 structures with the same formula, charge and spin = 748.3 kJ/mol
molar mass = 149.2 g/mol
E_tot = -13351.322 eV

---

9.
The following is a quantum chemistry calculation of a gas-phase ion, C7H9N4 (charge +1) in a non-equilibrium geometry, from OMol25.

Last column: Mulliken charge in e.
Positions of all 20 atoms, in Å:
C 3.17986 -0.39579 -0.23490  -0.151
N -0.02524 -1.33516 0.08962  0.234
H -1.18454 -0.19785 1.38471  0.456
H -2.34237 1.65306 -0.44475  0.360
C 0.82319 -0.94639 -0.98802  -0.462
C -1.34524 1.83718 -0.80376  -0.996
C -0.40151 -2.56725 0.29665  -0.203
H 0.38878 -3.19434 -0.16455  0.294
H 3.91960 1.26584 1.15811  0.354
H -1.25726 -2.97141 0.81371  0.316
N -0.42336 1.09234 0.02732  -0.021
H -1.03375 2.87405 -0.77885  0.370
C -0.92289 -0.20271 0.38705  -0.799
H -1.28865 1.56627 -1.82812  0.398
C 0.84100 1.33706 0.11980  0.494
H 4.04796 -1.09461 -0.26294  0.369
H -1.84460 -0.30627 -0.24617  0.502
N 1.88443 1.30650 0.67553  -0.196
N 2.03376 -0.76943 -0.74800  -0.058
C 3.10994 0.75917 0.48337  -0.261

charge = +1
Kohn-Sham gap (spin up / spin down) = 6.9660 / 6.9682 eV
energy above the lowest of the compared OMol25 structures with the same formula, charge and spin = 680.2 kJ/mol
molar mass = 149.2 g/mol
E_tot = -13352.029 eV

---

10.
The following is a quantum chemistry calculation of a gas-phase ion, C7H9N4O2 (charge -1) in a non-equilibrium geometry, from OMol25.

Last column: Mulliken charge in e.
Positions of all 22 atoms, in Å:
H -0.41656 -1.31067 0.91744  0.519
O -3.87976 -0.92809 -0.17488  -0.729
N 2.55496 0.62202 -0.02319  -0.825
C 3.76784 0.06117 0.20077  -0.202
N 3.75906 -1.31114 0.06319  -0.620
C -1.71564 2.39198 0.01620  -1.007
C 2.46844 -1.57096 -0.22074  0.053
C -2.19245 1.19582 -0.20902  0.093
H -3.09016 1.19766 -0.71392  0.355
C -0.48112 -0.26596 0.69684  -1.111
H 0.16449 -0.94657 -1.29806  0.432
O -2.16159 -2.29697 0.06244  -0.705
C 0.37426 -0.18997 -0.59710  -0.535
H -0.81269 2.39971 0.60660  0.228
N -1.80100 -0.01311 0.31420  0.150
H 2.00431 -2.58113 0.01842  0.347
H 4.55073 0.56840 0.62581  0.421
N 1.73036 -0.44882 -0.25761  0.685
C -2.70413 -1.19806 0.04333  0.575
H 0.44076 0.90618 -1.06842  0.314
H -0.21256 0.57195 1.37266  0.263
H -2.34757 3.14658 -0.37499  0.301

charge = -1
Kohn-Sham gap = 7.8414 eV
energy above the lowest of the compared OMol25 structures with the same formula, charge and spin = 0.0 kJ/mol
SMILES string = C=CN(CCn1cncn1)C(=O)[O-]
molar mass = 181.2 g/mol
E_tot = -17460.563 eV

---

11.
The following is a quantum chemistry calculation of C7H9N5 in the gas phase in a non-equilibrium geometry, from OMol25.

Last column: Mulliken charge in e.
Positions of all 21 atoms, in Å:
H -0.45134 -2.76453 -0.71441  0.299
N 1.43795 1.24542 -0.22627  -0.008
C 2.73918 1.60551 0.02841  -0.357
H 4.45946 0.28989 0.41603  0.422
C -1.23805 0.00085 -0.18230  0.113
N 2.57590 -0.62633 0.10233  -0.580
C 3.41805 0.44013 0.21208  -0.525
C -3.34151 0.33305 0.14565  -0.224
C 1.39796 -0.10600 -0.16019  0.440
N -1.33172 1.28738 -0.07839  -0.348
H -4.37863 0.11052 0.28674  0.424
H -2.56315 -1.64121 -0.11278  0.213
H 0.61642 1.82534 -0.32673  0.322
N -2.40299 -0.64950 -0.06305  -0.039
H 3.05313 2.62827 0.04312  0.414
N 0.29119 -0.84310 -0.49687  -0.066
H -3.02951 2.51202 0.26515  0.439
H -0.06530 -2.33418 0.98022  0.334
H 1.24147 -2.61268 -0.18398  0.446
C 0.23416 -2.21498 -0.06764  -1.099
C -2.66266 1.51415 0.13290  -0.618

Kohn-Sham gap = 8.0719 eV
energy above the lowest of the compared OMol25 structures with the same formula, charge and spin = 117.0 kJ/mol
SMILES string = CN(c1ncc[nH]1)c1ncc[nH]1
molar mass = 163.2 g/mol
E_tot = -14854.299 eV

---

12.
The following is a quantum chemistry calculation of 2 unconnected molecules or ions with the total composition C7H9N5O2 in a non-equilibrium geometry, from OMol25.

Last column: Mulliken charge in e.
Positions of all 23 atoms, in Å:
H 1.91764 1.93636 -1.50760  0.296
H -1.90831 0.07871 4.01510  0.266
C 1.66819 2.42733 -0.51949  -1.178
N -0.10000 0.87628 -0.66175  0.565
N 0.87314 -0.04300 -0.64755  -0.712
N -2.53338 0.57744 -0.33393  -0.530
O -2.69369 -3.00194 -1.08930  -0.677
H 2.33699 -2.03848 -1.39104  0.396
C -1.40199 0.53407 -0.47970  0.304
H 2.19270 1.75397 0.11426  0.312
C -1.32430 -0.46967 3.28127  0.006
C -0.79362 -1.72541 -0.71222  0.233
H 1.21528 -3.22290 -1.14122  0.350
H 1.99618 -2.24923 0.37683  0.265
H -1.87193 -0.62259 2.29976  0.109
C 0.55790 -1.28782 -0.71570  0.356
H 2.12324 3.32310 -0.38969  0.393
C 1.62142 -2.30519 -0.67472  -1.354
O -0.14518 -0.66596 3.19008  -0.382
N -0.60855 3.22746 -0.71327  -0.735
N -1.75464 -2.31846 -0.92704  0.663
H -1.60782 2.96549 -0.70277  0.226
C 0.24071 2.25046 -0.67029  0.830

Kohn-Sham gap = 8.9105 eV
energy above the lowest of the compared OMol25 structures with the same formula, charge and spin = 772.4 kJ/mol
SMILES string = [H]/N=C(/C)N(C#N)/N=C(/C)C#[N+][O-].C=O
molar mass = 195.2 g/mol
E_tot = -18943.368 eV